(i)
The following is a quantum chemistry calculation of a 10-piece molecular cluster, C40H99N15O10 overall, from OMol25.

Values from the calculation:
* E_HOMO: -8.0 eV
* E_LUMO: -0.0046 hartree

ORCA input file:
```
! RIJCOSX wB97M-V def2-TZVPD def2/J DEFGRID3
* xyz 0 1
C -1.76234 -1.93692 -1.61720
C -2.66546 -3.07756 -2.15349
C -2.96946 -3.91838 -0.86071
C -3.95192 -5.02710 -0.98974
C -5.25117 -4.36091 -1.57178
C -5.15331 -3.46387 -2.82973
N -3.97024 -2.53426 -2.56975
O -3.80145 -1.69100 -3.71464
C -5.21781 -4.38881 -4.04105
C -6.39007 -2.55663 -2.91809
C -1.97032 -3.95151 -3.12427
H -0.91781 -2.37179 -1.08248
H -2.29432 -1.17298 -1.05095
H -1.28101 -1.40662 -2.43984
H -2.05585 -4.44309 -0.57840
H -3.35608 -3.31064 -0.04226
H -4.30489 -5.49566 -0.07154
H -3.74339 -5.75926 -1.77054
H -5.69701 -3.78513 -0.75962
H -5.89354 -5.21399 -1.79194
H -5.24201 -3.70988 -4.89489
H -4.56566 -5.17460 -4.42427
H -6.13524 -4.97384 -4.11595
H -7.29148 -3.13040 -2.69983
H -6.32184 -1.70375 -2.24326
H -6.60932 -2.27625 -3.94863
H -2.49874 -3.87314 -4.07430
H -1.88276 -4.99557 -2.82270
H -0.91369 -3.70438 -3.23197
H -4.10517 -0.83166 -3.41137
C 2.87354 2.35464 -5.42245
C 4.19420 2.14286 -4.58330
C 3.94785 2.58818 -3.14441
C 3.15917 1.51591 -2.27766
C 3.85607 0.15627 -2.31449
C 3.98902 -0.29565 -3.79082
N 4.70370 0.71799 -4.58179
O 4.93754 0.36449 -5.91827
C 4.94310 -1.54736 -3.71336
C 2.65911 -0.74313 -4.32629
C 5.38020 3.06770 -5.00955
H 2.59674 1.42738 -5.92448
H 2.89190 3.08615 -6.23032
H 2.05611 2.59972 -4.74427
H 4.81690 2.97867 -2.61487
H 3.31129 3.47214 -3.20207
H 2.09832 1.47251 -2.52655
H 3.12799 1.85851 -1.24253
H 3.07069 -0.41159 -1.81469
H 4.76853 0.05614 -1.72773
H 4.68064 -2.48800 -3.22928
H 5.33511 -1.75779 -4.70867
H 5.81744 -1.21279 -3.15397
H 2.68104 -1.46718 -5.14173
H 2.11605 -1.40403 -3.64911
H 1.99913 0.10532 -4.50649
H 5.34205 3.08819 -6.09939
H 6.37008 2.74537 -4.68939
H 5.12153 4.08983 -4.73244
H 4.03606 0.29125 -6.24572
C -0.05697 4.15611 3.32863
C 1.31343 4.75313 3.55629
C 2.41776 3.57680 3.75143
C 3.09443 2.98291 2.51746
C 3.63397 4.23036 1.77688
C 2.60274 5.23345 1.31673
N 1.74216 5.67996 2.43765
O 0.71459 6.51091 1.97993
C 3.31533 6.53043 0.85917
C 1.87856 4.61626 0.13804
C 1.41217 5.61542 4.83191
H -0.88944 4.83743 3.50513
H -0.20845 3.40120 4.10086
H -0.10937 3.70071 2.33970
H 3.12206 3.82907 4.54451
H 1.87021 2.76308 4.22917
H 2.40668 2.30286 2.01354
H 3.94468 2.31168 2.64223
H 4.21349 3.77516 0.97225
H 4.43483 4.66955 2.37265
H 2.53088 7.27138 0.70674
H 4.28607 6.74857 1.30352
H 3.63671 6.41785 -0.17795
H 1.68033 3.55898 0.31588
H 1.02901 5.17807 -0.24950
H 2.62098 4.55544 -0.65870
H 0.48507 6.18723 4.90503
H 2.22845 6.33667 4.83837
H 1.25537 5.06174 5.75826
H 0.83732 7.23279 2.60172
C -1.73199 1.33413 -2.83627
O -1.34896 1.40407 -1.69965
N -2.95736 1.57700 -3.18803
N -0.92888 0.84904 -3.81831
H -3.68923 1.89066 -2.56407
H -3.15898 1.78801 -4.15449
H -1.30435 0.56319 -4.71011
H 0.04497 0.66292 -3.63071
C -4.56289 3.13336 -0.85190
O -4.98741 2.03076 -1.08309
N -3.31875 3.47260 -0.76025
N -5.30943 4.17621 -0.77803
H -3.11527 4.28411 -0.19655
H -2.64705 2.75010 -0.97952
H -6.31481 4.09257 -0.80025
H -4.89005 5.09136 -0.71481
C -0.49525 0.57712 1.36386
O -0.06274 0.12125 2.38500
N -1.68975 0.82328 1.05201
N 0.23168 0.97365 0.33494
H -1.93816 0.96434 0.08428
H -2.38432 0.35485 1.61404
H 1.23709 0.88426 0.32690
H -0.20666 1.42191 -0.45830
C -4.38265 -0.88260 1.51213
O -4.18866 -1.97267 1.96655
N -4.46747 0.20999 2.23044
N -4.49288 -0.62395 0.20325
H -4.69768 1.09137 1.79713
H -4.18658 0.11111 3.19501
H -4.65424 0.23903 -0.29677
H -4.52931 -1.42848 -0.40694
C -1.20829 -4.24119 2.10827
O -0.09912 -4.69420 2.04491
N -2.21564 -5.09012 2.19201
N -1.55837 -2.97933 2.21754
H -3.09113 -4.59489 2.10536
H -2.10368 -6.07249 2.38914
H -0.98438 -2.21081 1.90311
H -2.54166 -2.87985 2.43034
C -2.12748 -2.05737 6.09763
C -0.89950 -1.18272 6.38820
C 0.45058 -1.73155 5.96997
O 1.54437 -0.92841 6.40795
C 2.72056 -1.62158 6.65085
N -1.06686 -0.00041 5.56335
H -2.17213 -2.92064 6.76311
H -2.16802 -2.55278 5.12725
H -2.99894 -1.44809 6.33648
H -0.87809 -1.00500 7.46392
H 0.48330 -1.68995 4.88013
H 0.58217 -2.78147 6.23580
H 2.71681 -2.12841 7.61692
H 3.58363 -0.96915 6.52024
H 2.87649 -2.44992 5.95762
H -0.08932 0.23685 5.46003
H -1.30172 -0.39649 4.66299
C 2.84532 -4.62591 -0.64172
C 2.97941 -3.53748 0.48236
C 2.00890 -2.39229 0.26820
O 2.39142 -1.16270 1.00826
C 2.58882 -1.37052 2.43133
N 2.65839 -4.33024 1.67820
H 2.55267 -4.06649 -1.53115
H 2.24674 -5.52930 -0.52929
H 3.84085 -5.04508 -0.79109
H 3.94931 -3.04027 0.45471
H 0.95671 -2.67157 0.33445
H 2.14476 -2.07939 -0.76794
H 1.77358 -1.88492 2.93979
H 2.73049 -0.36356 2.82351
H 3.53681 -1.88464 2.59391
H 1.65291 -4.44571 1.64365
H 2.70660 -3.78177 2.52601
*
```



(ii)
The following is a quantum chemistry calculation of a 10-piece molecular cluster, C40H99N15O10 overall, from OMol25.

Values from the calculation:
* E_HOMO: -8.7 eV
* E_LUMO: 0.0209 hartree

ORCA input file:
```
! RIJCOSX wB97M-V def2-TZVPD def2/J DEFGRID3
* xyz 0 1
C 20.65628 11.45221 16.05501
C 19.32902 11.90483 15.47141
C 19.36102 11.82189 13.97742
C 19.52084 10.31077 13.59347
C 18.37174 9.50506 14.03405
C 17.94630 9.73365 15.55136
N 18.10216 11.14582 15.91990
O 17.98481 11.26761 17.36519
C 16.45938 9.30828 15.63779
C 18.77833 8.72155 16.42424
C 19.09521 13.36201 15.87142
H 21.01824 10.45881 15.78277
H 20.63445 11.54050 17.16856
H 21.32813 12.24616 15.70813
H 18.35591 12.12988 13.62193
H 20.14407 12.53691 13.62477
H 20.38315 10.01918 14.17524
H 19.64647 10.19154 12.54603
H 18.52059 8.42734 13.84524
H 17.52931 9.88736 13.45084
H 16.31834 8.27202 15.25350
H 16.07544 9.41734 16.69156
H 15.91746 10.05196 14.95944
H 19.81955 9.00003 16.35082
H 18.44834 8.64804 17.45993
H 18.57392 7.76509 16.02671
H 19.20751 13.56429 16.92948
H 18.09848 13.62970 15.53064
H 19.87789 13.99078 15.47455
H 17.24303 11.86044 17.62094
C 8.99421 9.74148 17.99986
C 9.67710 10.67986 17.01588
C 10.76481 11.56358 17.71407
C 11.97052 10.77422 18.13632
C 12.58521 10.32326 16.83231
C 11.71546 9.40885 16.01493
N 10.38563 10.02791 15.84062
O 9.54380 9.06873 15.17229
C 12.43639 9.30010 14.65022
C 11.60774 8.01856 16.67892
C 8.61998 11.63311 16.46941
H 8.18008 9.17233 17.51426
H 8.50627 10.42972 18.71425
H 9.69211 9.07714 18.51975
H 11.06289 12.37949 17.04991
H 10.34757 11.89778 18.61746
H 11.79695 9.88688 18.75202
H 12.63888 11.46723 18.66869
H 13.51201 9.84760 17.06720
H 12.66306 11.18368 16.19319
H 11.86383 8.57358 14.05806
H 12.44338 10.24698 14.14850
H 13.42846 8.92814 14.84836
H 12.53206 7.73667 17.14797
H 10.84639 7.72608 17.41350
H 11.50903 7.30606 15.86717
H 8.29618 12.30784 17.21491
H 7.78109 11.03364 16.06620
H 9.04304 12.17452 15.61246
H 9.10823 8.52412 15.82345
C 17.91892 15.89522 20.37229
C 17.59764 17.44974 20.18100
C 18.83573 18.35048 20.32341
C 19.83714 18.18690 19.16288
C 19.20700 18.58099 17.87858
C 17.91092 17.76116 17.60150
N 17.06091 17.89156 18.81122
O 15.84079 17.07099 18.54379
C 17.18607 18.47805 16.44786
C 18.34481 16.33563 17.19302
C 16.53462 17.80342 21.27399
H 17.04877 15.34851 20.25827
H 18.16819 15.71564 21.46041
H 18.74592 15.47778 19.74768
H 18.48393 19.39129 20.36482
H 19.40209 18.07228 21.23959
H 20.09181 17.15051 19.12501
H 20.76231 18.77750 19.32754
H 19.79587 18.56322 16.94769
H 18.88301 19.59130 17.98581
H 17.14817 19.51581 16.64508
H 17.78136 18.25787 15.51206
H 16.20388 18.07854 16.32344
H 19.14395 15.85056 17.73975
H 17.52244 15.64372 17.08312
H 18.80146 16.58612 16.26073
H 16.31224 18.87783 21.23104
H 16.81092 17.57181 22.26705
H 15.61951 17.23907 20.97431
H 15.18560 17.72198 18.36763
C 13.39721 13.83709 20.41720
O 12.34553 14.42173 20.67652
N 13.77729 12.66301 20.94825
N 14.33949 14.43799 19.57922
H 14.72469 12.33557 20.88208
H 13.42973 12.36412 21.83801
H 13.89437 15.29602 19.21941
H 15.00147 13.91354 19.00647
C 11.80753 16.49689 17.95690
O 12.67998 17.04379 17.31054
N 11.37121 16.84123 19.22850
N 10.98977 15.51141 17.34258
H 11.13951 16.09917 19.87565
H 11.88843 17.59414 19.79650
H 10.44546 15.03719 17.99441
H 11.25977 15.05300 16.49942
C 13.56337 16.31014 14.20549
O 13.82353 15.62590 13.18897
N 12.30850 16.75181 14.53629
N 14.61181 16.75730 15.02606
H 12.26186 17.09295 15.48510
H 11.58534 16.06488 14.24493
H 15.58189 16.77807 14.65899
H 14.38311 16.98174 15.99481
C 11.22840 13.08346 13.46680
O 11.58576 13.40848 14.57444
N 11.14279 13.97991 12.43454
N 10.76325 11.78693 13.25459
H 11.09881 13.61362 11.51285
H 11.78486 14.73095 12.54732
H 10.62296 11.34671 12.34579
H 10.68048 11.28192 14.12810
C 15.11535 13.20661 16.41567
O 15.63274 13.15329 17.52638
N 15.69671 12.55726 15.34586
N 13.95913 13.87444 16.23280
H 15.51327 13.03515 14.45043
H 16.59231 12.05506 15.45421
H 13.59033 14.59258 16.85592
H 13.49172 13.77508 15.34404
C 17.71399 15.42610 11.91080
C 17.07241 14.23151 11.24994
C 18.06780 13.08423 10.94924
O 18.77045 13.51908 9.80812
C 20.15952 13.47562 9.97497
N 15.90909 13.65762 11.97386
H 17.05111 16.26806 11.98958
H 18.55763 15.81331 11.24593
H 18.14412 15.15090 12.91897
H 16.68028 14.58194 10.30173
H 17.60257 12.13686 10.74665
H 18.63143 12.88266 11.83045
H 20.50207 13.90407 10.94002
H 20.61062 13.90260 9.08457
H 20.55806 12.45863 9.92775
H 16.23321 13.77494 12.94854
H 15.22967 14.40631 12.01283
C 11.69857 11.83114 8.22697
C 12.67517 11.61044 9.32017
C 14.08696 11.51655 8.85423
O 14.57796 12.72280 8.35070
C 15.93606 12.96111 7.95242
N 12.44440 12.74465 10.29090
H 10.64178 11.96178 8.44447
H 11.75627 11.09936 7.33946
H 11.95189 12.80588 7.73357
H 12.51436 10.68974 9.87860
H 14.12220 10.69765 8.15540
H 14.72361 11.18977 9.66473
H 16.46391 12.76951 8.85994
H 16.14959 14.03892 7.73364
H 16.18155 12.35428 7.06778
H 13.15158 12.79052 11.05273
H 12.71400 13.52465 9.71539
*
```



The most stable of them is (ii).



(i)
The following is a quantum chemistry calculation of one molecule with the formula C7H13N3, from OMol25.

Values from the calculation:
* E_HOMO: -8.2 eV
* E_LUMO: 0.0274 hartree

ORCA input file:
```
! RIJCOSX wB97M-V def2-TZVPD def2/J DEFGRID3
* xyz 0 1
C 0.30732 2.53110 2.03502
C -0.67822 2.15571 0.86106
C -0.43890 0.69917 0.38877
C -1.55204 -2.54082 -0.26822
C 0.39335 -0.98973 -0.68758
C 0.66023 0.34167 -0.40296
C 1.93172 1.06453 -0.69006
H 1.38859 2.44630 1.79971
H 0.26412 1.91503 2.88969
H 0.15691 3.51703 2.37558
H -0.36409 2.81678 0.14090
H -1.70925 2.28951 1.24339
H -2.11351 -2.63272 0.68890
H -2.18443 -2.62262 -1.19794
H -0.82550 -3.34574 -0.50320
H 2.00157 -1.71593 -1.71431
H 0.44234 -2.00244 -2.53453
H 2.50682 0.58449 -1.49077
H 1.91219 2.13284 -1.02594
H 2.48876 0.96315 0.22363
N -1.36268 -0.23255 0.56159
N -0.76500 -1.28691 -0.14614
N 1.02693 -1.89705 -1.60278
*
```



(ii)
The following is a quantum chemistry calculation of one molecule with the formula C7H13N3, from OMol25.

Values from the calculation:
* E_HOMO (spin up / spin down): -8.2 / -8.2 eV
* E_LUMO (spin up / spin down): -0.0254 / -0.0218 hartree

ORCA input file:
```
! RIJCOSX wB97M-V def2-TZVPD def2/J DEFGRID3
* xyz 0 1
C -2.53089 -1.01677 0.51286
C -2.13352 1.19214 -0.60726
C -2.83230 0.53652 0.43933
C 1.19911 -1.53386 0.01403
C 1.78028 0.43864 -1.45744
C 2.09482 0.57955 1.11454
C 1.28493 0.04825 -0.01758
N -1.52917 -1.50292 0.98374
N -0.84673 0.95289 -0.67813
N -0.05644 0.57847 0.21077
H -3.46850 -1.40996 0.02133
H -2.64837 1.45448 -1.54508
H -3.86680 0.62242 0.32349
H -2.58573 0.93615 1.54479
H 0.25114 -1.85322 0.47129
H 1.28730 -2.04999 -1.03368
H 2.07181 -1.85423 0.66994
H 2.77040 -0.11516 -1.68368
H 1.82910 1.44519 -1.37236
H 1.02851 0.27686 -2.20340
H 1.95196 1.65999 1.12657
H 1.86423 0.37070 2.20445
H 3.08487 0.24385 0.96148
*
```



The most stable of them is (i).